No. 1
Molecular formula: CH5N3O2
Method: DFT, ωB97M-V/def2-TZVPD

The calculation puts the LUMO energy (alpha / beta) at 0.73 / -1.56 eV. As for the HOMO energy (alpha / beta): -5.996 / -9.615 eV. As for the orbital gap (alpha / beta): 6.72 / 8.06 eV. The total energy comes out at -355.54352 Eh. The value obtained for the energy above the lowest of the compared OMol25 structures with the same formula, charge and spin is 27.5 kcal/mol.

```
! RIJCOSX wB97M-V def2-TZVPD def2/J DEFGRID3
* xyz 0 3
C 1.27974 -1.21957 0.23913
N -1.42914 0.83574 -0.20662
N 0.09253 -0.66686 -0.30792
N -0.17083 0.63969 -0.18529
O 0.78044 1.43698 -0.26351
O -1.81816 2.13409 -0.16776
H 1.88864 -0.43432 0.06518
H 1.24433 -1.59741 1.22737
H 1.60403 -2.01341 -0.27976
H -0.65531 -1.22333 -0.00274
H -2.81625 2.10839 -0.11808
*
```

No. 2
Molecular formula: C3H3BrO2
Method: DFT, ωB97M-V/def2-TZVPD

The calculation puts the LUMO energy (alpha / beta) at 0.18 / 0.18 eV. As for the HOMO energy (alpha / beta): -9.477 / -9.477 eV. As for the orbital gap (alpha / beta): 9.66 / 9.66 eV. The total energy comes out at -2840.45590 Eh. The value obtained for the energy above the lowest of the compared OMol25 structures with the same formula, charge and spin is 81.2 kcal/mol.

```
! RIJCOSX wB97M-V def2-TZVPD def2/J DEFGRID3
* xyz 0 1
C -1.20293 1.12836 0.24113
C -0.04516 0.76953 -0.47531
C 0.81770 -1.15182 0.19915
O -2.38052 1.02605 0.27954
O -0.08494 1.75214 0.61505
Br 0.54176 -2.51458 -0.98163
H 0.32710 1.05535 -1.50938
H 0.23108 -1.30392 1.11861
H 1.79592 -0.76111 0.51284
*
```

No. 3
Molecular formula: C20H15InN8SSe
Method: DFT, ωB97M-V/def2-TZVPD

The calculation puts the LUMO energy at -7.06 eV. As for the HOMO energy: -14.288 eV. As for the orbital gap: 7.22 eV. The total energy comes out at -4198.48027 Eh.

```
! RIJCOSX wB97M-V def2-TZVPD def2/J DEFGRID3
* xyz 2 1
In -0.10290 -0.11850 -0.35090
C -2.64620 3.68620 0.27770
C -1.55870 2.69590 0.05170
N -1.73870 1.43320 0.21690
N -2.86570 0.87450 0.57550
C -3.20000 -0.30010 0.12260
N -4.31260 -0.87600 0.55820
S -2.30940 -1.16060 -1.12410
C -0.27680 3.11370 -0.53590
C 0.07540 4.46020 -0.65130
C 1.21360 4.80160 -1.36300
C 1.97450 3.79270 -1.93820
C 1.58000 2.47530 -1.75400
N 0.48950 2.15340 -1.07310
H -3.50050 3.19280 0.73570
H -2.96050 4.11990 -0.67180
H -2.31780 4.50180 0.91820
H -4.88110 -0.42370 1.25960
H -4.63130 -1.74030 0.15290
H -0.52660 5.22560 -0.19040
H 1.49920 5.83840 -1.46790
H 2.85860 4.01330 -2.51290
H 2.15410 1.64990 -2.16490
Se 6.42620 -4.59570 -0.24220
N 6.12230 -2.88240 -0.09590
C 4.82290 -2.66620 -0.00230
C 4.21320 -1.37900 0.15560
C 4.95780 -0.20690 0.33120
C 4.29290 0.97970 0.55350
C 2.90240 0.97930 0.55040
N 2.19170 -0.11270 0.32490
C 2.80330 -1.29410 0.16470
C 1.99090 -2.49570 0.08420
N 0.65790 -2.37390 0.12750
C -0.10930 -3.44910 0.16920
C 0.40990 -4.74230 0.13870
C 1.77550 -4.90310 0.05370
C 2.59710 -3.76920 0.03150
C 4.02610 -3.85210 -0.04290
N 4.72070 -4.96970 -0.15660
H 6.03330 -0.27320 0.31350
H 4.82840 1.89920 0.72190
H 2.34990 1.88730 0.75680
H -1.17770 -3.27970 0.23180
H -0.26290 -5.58500 0.17190
H 2.24510 -5.87350 0.01390
*
```

No. 4
Molecular formula: C20H16BrN3O3SeV
Method: DFT, ωB97M-V/def2-TZVPD

The calculation puts the LUMO energy (alpha / beta) at -4.80 / -4.80 eV. As for the HOMO energy (alpha / beta): -10.902 / -10.902 eV. As for the orbital gap (alpha / beta): 6.11 / 6.10 eV. The total energy comes out at -7081.03828 Eh. The value obtained for the energy above the lowest of the compared OMol25 structures with the same formula, charge and spin is 0.2 kcal/mol.

```
! RIJCOSX wB97M-V def2-TZVPD def2/J DEFGRID3
* xyz 1 1
V 0.82905 0.00350 -0.18104
O -2.20286 -4.52260 0.26096
C -2.99830 -3.49108 0.57463
C -4.33783 -3.77633 0.83882
C -5.21099 -2.76744 1.18107
C -4.77734 -1.44256 1.27163
C -3.46088 -1.14827 1.01370
C -2.55134 -2.15823 0.66267
C -1.17309 -1.80464 0.39240
O -0.80279 -0.53263 0.46461
N -0.26801 -2.68232 0.07343
N 0.93502 -2.03883 -0.12886
C 1.98478 -2.78106 -0.24258
C 3.31944 -2.27466 -0.36460
C 4.39096 -3.14344 -0.61931
C 5.67759 -2.66526 -0.68946
C 5.91951 -1.30279 -0.48660
C 4.88541 -0.42938 -0.21836
C 3.58308 -0.91150 -0.15960
O 2.56343 -0.08518 0.10661
H -1.29216 -4.20527 0.12099
H -4.66176 -4.80548 0.76786
H -6.24649 -3.00819 1.38229
H -5.47068 -0.65832 1.54046
H -3.10445 -0.12929 1.07524
H 1.82789 -3.85604 -0.21840
H 4.18703 -4.19678 -0.76739
H 6.49877 -3.33628 -0.89631
H 6.93197 -0.92545 -0.53622
H 5.06354 0.62467 -0.05344
C -0.39936 5.40249 -0.35659
C -0.06290 4.23106 0.51958
C 0.02238 4.33187 1.90487
C 0.34591 3.22486 2.66848
C 0.57794 2.02685 2.02500
Br 1.02084 0.50091 3.03082
N 0.50236 1.89864 0.69586
C 0.18546 2.98720 -0.03162
H -0.72815 6.25097 0.23934
H -1.19334 5.15164 -1.05947
H 0.47057 5.71397 -0.93601
H -0.16742 5.28072 2.39077
H 0.41779 3.27819 3.74454
H 0.12992 2.84339 -1.10063
Se 0.59231 0.18706 -2.28393
*
```

No. 5
Molecular formula: C2H4ClN2P
Method: DFT, ωB97M-V/def2-TZVPD

The calculation puts the LUMO energy at 0.31 eV. Its SMILES is [H]/N=P/N1C[C@@H]1Cl. As for the HOMO energy: -9.540 eV. As for the orbital gap: 9.85 eV. The total energy comes out at -989.62067 Eh. The value obtained for the energy above the lowest of the compared OMol25 structures with the same formula, charge and spin is 35.7 kcal/mol.

```
! RIJCOSX wB97M-V def2-TZVPD def2/J DEFGRID3
* xyz 0 1
C -0.59301 -1.25064 -0.59009
C -0.93275 -0.15383 0.34736
N 0.21809 -0.08771 -0.45912
N 1.62093 1.59164 0.68498
P 1.74168 0.57503 -0.47708
Cl -2.26594 0.91937 -0.06041
H -0.22378 -2.18852 -0.19166
H -1.15958 -1.33678 -1.50908
H -0.82748 -0.25492 1.41881
H 2.42185 2.18635 0.83629
*
```

No. 6
Molecular formula: C33H47FeN10O3
Method: DFT, ωB97M-V/def2-TZVPD

The calculation puts the LUMO energy (alpha / beta) at -3.12 / -3.76 eV. As for the HOMO energy (alpha / beta): -9.430 / -10.186 eV. As for the orbital gap (alpha / beta): 6.31 / 6.43 eV. The total energy comes out at -3322.29720 Eh. The value obtained for the energy above the lowest of the compared OMol25 structures with the same formula, charge and spin is 7.0 kcal/mol.

```
! RIJCOSX wB97M-V def2-TZVPD def2/J DEFGRID3
* xyz 1 5
Fe 0.04091 -0.22350 -0.04169
C 0.83804 3.86205 -1.77091
C -0.38881 3.36669 -0.99872
N -0.64672 1.92104 -1.05932
C -1.13532 1.48966 -2.38219
C -0.19154 0.53629 -3.11127
N -0.06894 -0.73080 -2.38875
C 0.72247 -1.73251 -3.11059
C 1.75416 -2.42969 -2.22325
C 2.88045 -1.51827 -1.75250
N 2.46896 -0.62998 -0.67061
C 3.52672 0.31751 -0.31399
C 3.68437 1.42202 -1.36165
N 2.40671 2.01178 -1.71535
C 2.19303 3.36727 -1.26624
H 0.82216 4.95303 -1.72467
H 0.75706 3.56954 -2.81736
H -1.26108 3.91151 -1.39319
H -0.29162 3.66151 0.05066
H -1.40851 1.73962 -0.40303
H -1.31181 2.35762 -3.02250
H -2.08522 0.97474 -2.24265
H 0.80148 0.98235 -3.20482
H -0.61118 0.37132 -4.11617
H -1.01043 -1.08704 -2.23139
H 1.25926 -1.24412 -3.92700
H 0.06922 -2.49706 -3.54643
H 2.20105 -3.24152 -2.79567
H 1.25277 -2.86423 -1.36112
H 3.22145 -0.90546 -2.58721
H 3.72141 -2.14335 -1.41937
H 2.34303 -1.20304 0.17294
H 4.48656 -0.20059 -0.17681
H 3.24525 0.76720 0.64067
H 4.14041 1.00867 -2.26702
H 4.36437 2.18402 -0.97202
H 1.67064 1.40225 -1.35943
H 2.97722 3.98809 -1.71416
H 2.26791 3.48164 -0.16823
C 1.23197 4.38444 2.88292
C 1.44391 2.91871 3.01744
C 1.87942 2.27096 4.13650
C 1.81046 0.25931 3.04947
N 1.36033 0.77243 1.91382
N 1.15142 2.13173 1.93397
C 1.68314 -1.90430 4.32246
H 1.55966 4.89780 3.78203
H 0.17613 4.60326 2.72117
H 1.78883 4.78396 2.03568
H 2.12487 2.80427 5.03973
H 0.87943 2.50973 1.03825
H 2.13325 -1.41285 5.18124
H 1.97743 -2.95063 4.29618
H 0.60031 -1.82664 4.41875
N 0.14536 -3.11114 1.10012
C -0.09968 -1.80970 0.99174
O -0.73082 -1.11384 1.77012
C 2.69673 -1.77813 2.05725
C 2.10451 -1.18798 3.06996
N 2.05355 0.92501 4.16892
C 3.25421 -2.82125 1.45357
N 3.73218 -3.64194 0.76822
H 0.83039 -3.56799 0.51937
H -0.08848 -3.58855 1.96354
C -2.28200 -3.14043 -5.46118
O -2.65910 -2.79050 -4.14477
C -3.18229 -1.54629 -3.92486
C -3.13258 -0.48922 -4.81906
C -3.72325 0.72280 -4.49357
C -4.37273 0.88449 -3.28252
C -4.42287 -0.16030 -2.37561
C -3.81749 -1.37449 -2.67626
N -3.92041 -2.50114 -1.86716
C -4.30628 -2.59585 -0.59277
C -4.22790 -1.63609 0.41205
C -5.08475 -1.78297 1.54072
C -5.10181 -0.87293 2.54987
C -4.19783 0.20966 2.52607
C -3.30009 0.34373 1.51334
C -3.23739 -0.56899 0.41746
O -2.33210 -0.47141 -0.46205
H -2.05316 -4.20444 -5.42886
H -1.39491 -2.58877 -5.78406
H -3.09690 -2.96829 -6.16867
H -2.64547 -0.59860 -5.77423
H -3.67448 1.54044 -5.19489
H -4.85218 1.82085 -3.04387
H -4.96475 -0.05270 -1.44962
H -3.79116 -3.36353 -2.38780
H -4.73268 -3.55856 -0.32713
H -5.76928 -2.61935 1.54667
H -5.79322 -0.97933 3.37074
H -4.22162 0.92384 3.33526
H -2.56091 1.13393 1.52674
*
```

No. 7
Molecular formula: C5H7NOS
Method: DFT, ωB97M-V/def2-TZVPD

The calculation puts the LUMO energy at -1.10 eV. As for the HOMO energy: -8.695 eV. As for the orbital gap: 7.59 eV. The total energy comes out at -722.74018 Eh. The value obtained for the energy above the lowest of the compared OMol25 structures with the same formula, charge and spin is 111.6 kcal/mol.

```
! RIJCOSX wB97M-V def2-TZVPD def2/J DEFGRID3
* xyz 0 1
C 0.59528 -1.09718 0.06812
C -0.25358 -0.36831 -0.97246
C 0.01898 1.09198 -0.62010
C -0.06471 -0.36432 1.11030
C -1.30812 -0.62674 0.12897
H 2.05828 -0.12104 0.34630
H 0.30911 -2.20063 0.26249
H -0.50761 -0.61247 -1.99818
H 0.81883 1.51972 -1.42678
H -0.85615 1.74964 -0.71124
H -0.04835 1.80411 1.12920
H -0.12705 -0.60938 2.21228
N 0.47692 0.94883 0.78250
O 1.93889 -0.82080 -0.30235
S -3.05071 -0.29341 -0.00903
*
```

No. 8
Molecular formula: C32H46N4O15
Method: DFT, ωB97M-V/def2-TZVPD

The calculation puts the LUMO energy at -0.16 eV. Its SMILES is O=C1OCCO1.O=C1OCCO1.O=C1OCCO1.O=C1OCCO1.O=C1OCCO1.c1ccncc1.CCCC#N.CCCC#N.CCCC#N. As for the HOMO energy: -10.166 eV. As for the orbital gap: 10.01 eV. The total energy comes out at -2594.61564 Eh.

```
! RIJCOSX wB97M-V def2-TZVPD def2/J DEFGRID3
* xyz 0 1
N 1.12876 -2.64180 -0.08453
C 1.74089 -1.93995 -1.03395
C 1.41822 -0.61862 -1.33071
C 0.42388 0.02174 -0.61099
C -0.20168 -0.72491 0.36903
C 0.20644 -2.01837 0.64109
H 2.54320 -2.42291 -1.57806
H 1.94417 -0.13390 -2.14345
H 0.05971 1.00873 -0.86349
H -1.03188 -0.24860 0.88322
H -0.24733 -2.57780 1.45490
C 4.35220 -0.06014 -4.55230
C 4.97222 -1.46314 -4.38771
O 5.06184 -1.65757 -2.98046
C 4.71115 -0.52502 -2.33243
O 4.79647 -0.39539 -1.15655
O 4.26866 0.41848 -3.18836
H 3.35635 -0.05675 -4.98306
H 5.04168 0.58878 -5.08691
H 5.97789 -1.49616 -4.80570
H 4.37590 -2.22161 -4.89079
C -3.10939 -2.75196 -1.04260
C -1.93652 -2.58150 -2.03664
O -2.53030 -2.80747 -3.31404
C -3.86355 -3.01747 -3.18819
O -4.61616 -3.11975 -4.09073
O -4.21584 -3.09746 -1.88116
H -3.34616 -1.83085 -0.51410
H -2.90238 -3.56590 -0.35006
H -1.10653 -3.25339 -1.83390
H -1.55256 -1.56264 -1.99615
C 3.32511 -1.08548 2.26402
C 2.23779 -0.88481 3.29873
O 2.51516 0.42842 3.80458
C 3.31960 1.07066 2.92998
O 3.64900 2.20847 3.01792
O 3.69527 0.25017 1.93333
H 3.03876 -1.65749 1.38424
H 4.20766 -1.61114 2.64472
H 2.27778 -1.62234 4.09689
H 1.23179 -0.86963 2.88305
C -3.75704 -4.50462 2.84359
C -2.23575 -4.28604 2.78853
O -1.89574 -4.91103 1.55494
C -2.86796 -5.79963 1.22285
O -2.79270 -6.58326 0.34928
O -3.93643 -5.67116 2.06252
H -4.28286 -3.62363 2.46870
H -4.11063 -4.66632 3.86125
H -1.70578 -4.71941 3.63518
H -2.06731 -3.20962 2.77767
C 3.38687 4.11988 0.09343
C 2.95391 2.70066 -0.27034
O 1.96876 2.92828 -1.27023
C 1.50295 4.19587 -1.15231
O 0.55717 4.60858 -1.74337
O 2.22289 4.88863 -0.24507
H 4.23649 4.41605 -0.52385
H 3.64937 4.22304 1.14091
H 2.51272 2.14331 0.55631
H 3.81888 2.11536 -0.58221
C -1.29140 -1.34771 5.25643
C -1.03731 0.00872 4.61492
C -2.22892 0.96836 4.66625
C -2.70757 1.21808 6.02710
N -3.08287 1.40582 7.09369
H -1.46870 -1.23112 6.32882
H -0.35075 -1.90352 5.21469
H -2.12746 -1.89770 4.82831
H -0.75932 -0.04613 3.56043
H -0.21253 0.49424 5.13971
H -3.07285 0.63298 4.05864
H -1.91832 1.92921 4.24590
C 0.96019 2.04711 -4.62422
C -0.37105 1.31784 -4.55669
C -0.44545 0.07684 -5.46012
C 0.51527 -0.96374 -5.09516
N 1.29693 -1.76359 -4.83461
H 0.93727 2.92773 -3.97872
H 1.17327 2.42835 -5.62526
H 1.79052 1.40477 -4.32589
H -1.15575 1.98222 -4.93062
H -0.64758 1.03438 -3.54314
H -0.30432 0.34369 -6.50747
H -1.42928 -0.39085 -5.37877
C -3.08265 5.41331 1.91469
C -3.68230 4.33588 1.01825
C -2.64059 3.63530 0.16069
C -1.57318 3.00888 0.92379
N -0.72092 2.50587 1.51222
H -3.84967 5.83840 2.55976
H -2.65892 6.22052 1.31716
H -2.31490 4.96971 2.54938
H -4.42386 4.75379 0.33615
H -4.19791 3.61260 1.65526
H -2.19979 4.32596 -0.56518
H -3.09242 2.86531 -0.47286
*
```

No. 9
Molecular formula: C4H4Br3F5O3S
Method: DFT, ωB97M-V/def2-TZVPD

The calculation puts the LUMO energy at 0.02 eV. As for the HOMO energy: -10.307 eV. As for the orbital gap: 10.33 eV. The total energy comes out at -9000.06849 Eh.

```
! RIJCOSX wB97M-V def2-TZVPD def2/J DEFGRID3
* xyz 0 1
C 0.82381 0.34097 1.51324
O -0.55635 -0.08238 1.33997
S -0.94897 -0.40769 -0.19890
O -0.94841 0.85291 -0.86233
O 0.47921 -1.14055 -0.74638
C 0.36791 -2.43475 -1.18493
F -0.84546 -2.78951 -1.51417
F 0.79503 -3.23505 -0.21226
C 1.35098 -2.61054 -2.39401
F 1.73290 -3.82174 -2.54183
F 2.38414 -1.85356 -2.19914
F 0.75432 -2.17620 -3.46867
H 1.20213 0.86039 0.63744
H 1.43986 -0.52941 1.69355
H 0.85259 1.04560 2.33046
C -1.76233 3.50636 1.47564
Br -3.65703 3.69035 1.76949
Br -0.99351 5.10898 0.73424
Br -0.84542 2.95753 3.08290
H -1.62539 2.71829 0.74568
*
```